ORCA calculation (wB97M-V/def2-TZVPD) on C30H21CrF2N2S4 as an isolated structure in a non-equilibrium geometry.

The strongest force on any atom comes out at 1.995 eV Å⁻¹. Its energy is -111630.3852 eV. The gap between HOMO and LUMO (alpha / beta) is 6.08 / 5.71 eV. The HOMO energy (alpha / beta) is -6.31 / -6.30 eV. The expectation value of S² is 3.797.

```
! RIJCOSX wB97M-V def2-TZVPD def2/J DEFGRID3
* xyz 0 4
Cr -0.686 -0.055 -0.223
S -2.550 -0.940 -1.452
C -2.014 -0.964 -3.092
C -2.888 -1.433 -4.086
C -2.530 -1.416 -5.414
C -1.284 -0.932 -5.802
C -0.404 -0.480 -4.841
C -0.752 -0.516 -3.499
S 0.432 0.156 -2.338
C 1.571 -1.235 -1.998
C 1.140 -2.190 -0.922
C 1.874 -3.353 -0.750
C 1.571 -4.202 0.304
C 0.493 -3.876 1.112
C -0.244 -2.735 0.844
C -1.493 -2.441 1.596
S -1.807 -0.630 1.805
C -0.674 -0.191 3.096
C 0.271 -0.975 3.718
C 1.010 -0.427 4.757
C 0.788 0.879 5.166
C -0.146 1.671 4.528
C -0.871 1.149 3.462
S -2.020 1.995 2.512
N 0.108 -1.862 -0.125
H -3.857 -1.791 -3.773
H -3.225 -1.766 -6.163
H -1.008 -0.897 -6.844
H 0.563 -0.084 -5.112
H 2.490 -0.729 -1.684
H 1.761 -1.761 -2.935
H 2.685 -3.569 -1.427
H 2.155 -5.091 0.480
H 0.208 -4.522 1.927
H -1.529 -2.939 2.563
H -2.354 -2.761 1.001
H 0.445 -1.997 3.422
H 1.752 -1.035 5.251
H 1.349 1.281 5.995
H -0.333 2.686 4.843
F 3.968 0.183 2.595
C 2.995 0.830 1.912
C 1.998 0.098 1.298
C 0.964 0.730 0.617
C 1.009 2.133 0.514
C 2.044 2.842 1.122
F 2.118 4.191 1.044
C 3.039 2.211 1.844
C -0.100 2.726 -0.218
C -0.123 4.034 -0.697
C -1.249 4.502 -1.345
C -2.340 3.654 -1.467
C -2.220 2.353 -1.021
N -1.123 1.873 -0.442
H 2.038 -0.979 1.389
H 3.810 2.780 2.337
H 0.739 4.669 -0.589
H -1.269 5.503 -1.748
H -3.262 3.993 -1.907
H -3.036 1.653 -1.141
*
```